The following is a DFT calculation (ωB97M-V/def2-TZVPD) of a 11-piece molecular cluster, C48H126N15O23P5 overall.

Bonds (Å) are listed after each position.
Element x y z (Å)
1 O -2.5790 -4.6238 -3.8838  P2 1.493
2 P -2.2314 -5.0925 -2.5094  O1 1.493, N3 1.663, N6 1.729, N9 1.742
3 N -1.1375 -4.0529 -1.8117  P2 1.663, C4 1.406, C5 1.509
4 C -0.4599 -3.0581 -2.5376  N3 1.406, H12 1.090, H13 1.090, H14 1.090
5 C -0.6963 -4.1840 -0.3748  N3 1.509, H15 1.090, H16 1.090, H17 1.090
6 N -1.2166 -6.4895 -2.5911  P2 1.729, C7 1.468, C8 1.515
7 C -0.5150 -7.1863 -1.5067  N6 1.468, H18 1.090, H19 1.090, H20 1.090
8 C -0.9165 -7.1195 -3.9360  N6 1.515, H21 1.090, H22 1.090, H23 1.090
9 N -3.4786 -5.4970 -1.3618  P2 1.742, C10 1.463, C11 1.515
10 C -4.0027 -6.8632 -1.3651  N9 1.463, H24 1.090, H25 1.090, H26 1.090
11 C -4.4429 -4.4486 -0.8461  N9 1.515, H27 1.090, H28 1.090, H29 1.090
12 H -1.0494 -2.1485 -2.6522  C4 1.090
13 H -0.1027 -3.4281 -3.4986  C4 1.090
14 H 0.5653 -2.8582 -2.2260  C4 1.090
15 H -1.0827 -4.9919 0.2466  C5 1.090
16 H -0.8364 -3.1691 -0.0029  C5 1.090
17 H 0.3661 -4.4270 -0.3557  C5 1.090
18 H 0.4940 -6.8822 -1.2283  C7 1.090
19 H -1.1443 -6.8663 -0.6762  C7 1.090
20 H -0.5719 -8.2719 -1.5855  C7 1.090
21 H -0.1787 -6.5584 -4.5096  C8 1.090
22 H -0.5492 -8.1414 -3.8417  C8 1.090
23 H -1.9033 -7.2065 -4.3906  C8 1.090
24 H -3.3343 -7.4814 -0.7657  C10 1.090
25 H -4.9973 -6.9728 -0.9330  C10 1.090
26 H -3.8487 -7.3108 -2.3470  C10 1.090
27 H -4.2250 -3.4159 -1.1185  C11 1.090
28 H -4.3325 -4.4566 0.2382  C11 1.090
29 H -5.4859 -4.5731 -1.1373  C11 1.090
30 O 0.4052 -5.7961 1.8165  P31 1.513
31 P 0.1433 -6.4208 3.1698  O30 1.513, N32 1.734, N35 1.704, N38 1.696
32 N 0.5647 -5.4142 4.5179  P31 1.734, C33 1.515, C34 1.463
33 C 1.5092 -4.2568 4.2642  N32 1.515, H41 1.090, H42 1.090, H43 1.090
34 C -0.0466 -5.4681 5.8465  N32 1.463, H44 1.090, H45 1.090, H46 1.090
35 N 0.9960 -7.8314 3.6020  P31 1.704, C36 1.472, C37 1.440
36 C 2.3891 -8.0367 3.1738  N35 1.472, H47 1.090, H48 1.090, H49 1.090
37 C 0.6348 -8.6260 4.7477  N35 1.440, H50 1.090, H51 1.090, H52 1.090
38 N -1.5258 -6.6848 3.3196  P31 1.696, C39 1.431, C40 1.409
39 C -2.1099 -7.7763 2.6013  N38 1.431, H53 1.090, H54 1.090, H55 1.090
40 C -2.2052 -5.4617 3.1509  N38 1.409, H56 1.090, H57 1.090, H58 1.090
41 H 2.4475 -4.7305 3.9755  C33 1.090
42 H 1.5951 -3.6107 5.1378  C33 1.090
43 H 1.1111 -3.6028 3.4883  C33 1.090
44 H -0.8094 -4.7120 5.6605  C34 1.090
45 H 0.7691 -5.2975 6.5491  C34 1.090
46 H -0.4689 -6.4369 6.1132  C34 1.090
47 H 2.9302 -7.1052 3.3402  C36 1.090
48 H 2.8436 -8.8311 3.7657  C36 1.090
49 H 2.4921 -8.3249 2.1277  C36 1.090
50 H 1.2119 -9.5506 4.7622  C37 1.090
51 H 0.8530 -8.0998 5.6770  C37 1.090
52 H -0.4284 -8.8215 4.8877  C37 1.090
53 H -2.2143 -7.7010 1.5189  C39 1.090
54 H -1.5809 -8.6524 2.9763  C39 1.090
55 H -3.1820 -7.9171 2.7389  C39 1.090
56 H -1.8069 -4.5705 3.6358  C40 1.090
57 H -3.1613 -5.5301 3.6698  C40 1.090
58 H -2.5557 -5.2778 2.1353  C40 1.090
59 O 0.3781 10.8273 2.1210  P60 1.489
60 P 0.5907 10.0028 0.8991  O59 1.489, N61 1.768, N64 1.786, N67 1.713
61 N -0.4284 10.4424 -0.4772  P60 1.768, C62 1.460, C63 1.479
62 C -1.5768 11.3003 -0.2023  N61 1.460, H70 1.090, H71 1.090, H72 1.090
63 C -0.1160 9.9417 -1.8330  N61 1.479, H73 1.090, H74 1.090, H75 1.090
64 N 0.1797 8.2825 1.1460  P60 1.786, C65 1.453, C66 1.454
65 C -1.2306 8.0349 1.3946  N64 1.453, H76 1.090, H77 1.090, H78 1.090
66 C 0.9955 7.5415 2.0937  N64 1.454, H79 1.090, H80 1.090, H81 1.090
67 N 2.1718 9.9049 0.2472  P60 1.713, C68 1.419, C69 1.472
68 C 3.0162 11.0450 0.2468  N67 1.419, H82 1.090, H83 1.090, H84 1.090
69 C 2.6302 8.8781 -0.7021  N67 1.472, H85 1.090, H86 1.090, H87 1.090
70 H -1.1717 12.2498 0.1478  C62 1.090
71 H -2.0449 10.8388 0.6672  C62 1.090
72 H -2.3484 11.3770 -0.9683  C62 1.090
73 H -0.9053 9.9311 -2.5847  C63 1.090
74 H 0.2695 8.9303 -1.7044  C63 1.090
75 H 0.6696 10.5567 -2.2721  C63 1.090
76 H -1.4001 8.2070 2.4575  C65 1.090
77 H -1.8184 8.5049 0.6061  C65 1.090
78 H -1.3056 6.9587 1.2385  C65 1.090
79 H 1.1355 8.0956 3.0219  C66 1.090
80 H 0.4449 6.6129 2.2436  C66 1.090
81 H 1.9692 7.3354 1.6493  C66 1.090
82 H 3.9646 10.8439 0.7452  C68 1.090
83 H 3.0030 11.3422 -0.8018  C68 1.090
84 H 2.5325 11.8573 0.7893  C68 1.090
85 H 2.0493 7.9842 -0.4751  C69 1.090
86 H 3.6994 8.7230 -0.5582  C69 1.090
87 H 2.3653 9.2055 -1.7074  C69 1.090
88 O 5.2235 2.3492 -0.0569  P89 1.519
89 P 4.9175 2.8733 -1.4499  O88 1.519, N90 1.833, N93 1.708, N96 1.682
90 N 6.2635 3.8780 -2.1836  P89 1.833, C91 1.480, C92 1.488
91 C 7.5065 4.1269 -1.4202  N90 1.480, H99 1.090, H100 1.090, H101 1.090
92 C 6.0621 4.6988 -3.4089  N90 1.488, H102 1.090, H103 1.090, H104 1.090
93 N 3.5979 3.9578 -1.4307  P89 1.708, C94 1.475, C95 1.452
94 C 3.7296 5.1013 -0.5090  N93 1.475, H105 1.090, H106 1.090, H107 1.090
95 C 2.9894 4.3816 -2.6786  N93 1.452, H108 1.090, H109 1.090, H110 1.090
96 N 4.7301 1.7915 -2.7241  P89 1.682, C97 1.446, C98 1.505
97 C 5.8763 1.1904 -3.3692  N96 1.446, H111 1.090, H112 1.090, H113 1.090
98 C 3.5887 0.8133 -2.6625  N96 1.505, H114 1.090, H115 1.090, H116 1.090
99 H 7.6719 3.1844 -0.8983  C91 1.090
100 H 7.3542 4.9073 -0.6746  C91 1.090
101 H 8.3532 4.4270 -2.0376  C91 1.090
102 H 6.9698 4.8765 -3.9855  C92 1.090
103 H 5.5898 5.6466 -3.1506  C92 1.090
104 H 5.3817 4.1131 -4.0270  C92 1.090
105 H 4.3405 4.7716 0.3313  C94 1.090
106 H 4.4011 5.8733 -0.8848  C94 1.090
107 H 2.7571 5.4577 -0.1696  C94 1.090
108 H 1.9380 4.6118 -2.5066  C95 1.090
109 H 3.5058 5.2975 -2.9660  C95 1.090
110 H 3.0263 3.6075 -3.4451  C95 1.090
111 H 6.6614 0.7309 -2.7686  C97 1.090
112 H 5.4915 0.2663 -3.8004  C97 1.090
113 H 6.3236 1.8182 -4.1398  C97 1.090
114 H 3.1348 0.5658 -3.6221  C98 1.090
115 H 2.7661 1.1972 -2.0592  C98 1.090
116 H 3.8788 -0.1087 -2.1587  C98 1.090
117 O 4.3643 -2.3513 4.1098  P118 1.501
118 P 4.9811 -2.1032 2.7637  O117 1.501, N119 1.736, N122 1.704, N125 1.706
119 N 6.3087 -3.1145 2.2858  P118 1.736, C120 1.512, C121 1.492
120 C 6.1267 -4.1773 1.2264  N119 1.512, H128 1.090, H129 1.090, H130 1.090
121 C 7.1927 -3.4990 3.4251  N119 1.492, H131 1.090, H132 1.090, H133 1.090
122 N 5.6752 -0.5484 2.6952  P118 1.704, C123 1.414, C124 1.470
123 C 6.7948 -0.2798 1.8736  N122 1.414, H134 1.090, H135 1.090, H136 1.090
124 C 5.3653 0.4832 3.6961  N122 1.470, H137 1.090, H138 1.090, H139 1.090
125 N 3.8707 -2.1640 1.4704  P118 1.706, C126 1.466, C127 1.536
126 C 4.1619 -1.4017 0.2528  N125 1.466, H140 1.090, H141 1.090, H142 1.090
127 C 2.7771 -3.2399 1.4008  N125 1.536, H143 1.090, H144 1.090, H145 1.090
128 H 7.1279 -4.5912 1.1064  C120 1.090
129 H 5.7023 -3.7922 0.2992  C120 1.090
130 H 5.4944 -4.9684 1.6294  C120 1.090
131 H 6.6552 -3.3224 4.3568  C121 1.090
132 H 8.0153 -2.7924 3.5351  C121 1.090
133 H 7.6619 -4.4743 3.2959  C121 1.090
134 H 6.8429 0.7688 1.5799  C123 1.090
135 H 7.6261 -0.7289 2.4171  C123 1.090
136 H 6.7510 -0.8231 0.9297  C123 1.090
137 H 4.3356 0.3762 4.0370  C124 1.090
138 H 5.9516 0.2737 4.5908  C124 1.090
139 H 5.4653 1.5245 3.3899  C124 1.090
140 H 4.0315 -0.3407 0.4658  C126 1.090
141 H 5.1002 -1.7628 -0.1683  C126 1.090
142 H 3.3964 -1.5615 -0.5064  C126 1.090
143 H 2.8829 -4.0320 2.1420  C127 1.090
144 H 2.7399 -3.7823 0.4561  C127 1.090
145 H 1.7556 -2.8729 1.5005  C127 1.090
146 C -8.5663 -2.4685 -5.6104  O147 1.426, H152 1.090, H153 1.090, H154 1.090
147 O -7.4869 -2.4958 -4.6783  C146 1.426, C148 1.426
148 C -6.2706 -1.7917 -4.9174  O147 1.426, O149 1.246, O150 1.421
149 O -6.1289 -0.9015 -5.7769  C148 1.246
150 O -5.2787 -2.1899 -3.9810  C148 1.421, C151 1.387
151 C -3.9537 -1.7864 -4.0572  O150 1.387, H155 1.090, H156 1.090, H157 1.090
152 H -9.4460 -2.9822 -5.2229  C146 1.090
153 H -8.1349 -2.9203 -6.5036  C146 1.090
154 H -8.7917 -1.4026 -5.5781  C146 1.090
155 H -3.5274 -2.6031 -4.6398  C151 1.090
156 H -3.4184 -1.6637 -3.1157  C151 1.090
157 H -3.9186 -0.8141 -4.5485  C151 1.090
158 C -7.3613 -1.2549 -1.1762  O159 1.452, H164 1.090, H165 1.090, H166 1.090
159 O -6.4698 -0.3629 -0.4574  C158 1.452, C160 1.282
160 C -5.7071 -0.7642 0.4911  O159 1.282, O161 1.159, O162 1.324
161 O -5.5310 -1.8938 0.6828  C160 1.159
162 O -5.3746 0.3149 1.1832  C160 1.324, C163 1.433
163 C -4.6794 0.0510 2.4084  O162 1.433, H167 1.090, H168 1.090, H169 1.090
164 H -7.8395 -1.8949 -0.4347  C158 1.090
165 H -6.8264 -1.7545 -1.9839  C158 1.090
166 H -8.1231 -0.6759 -1.6981  C158 1.090
167 H -3.8561 -0.6575 2.3174  C163 1.090
168 H -5.4012 -0.1514 3.1997  C163 1.090
169 H -4.2022 0.9752 2.7345  C163 1.090
170 C -2.3035 0.3474 8.2881  O171 1.374, H176 1.090, H177 1.090, H178 1.090
171 O -1.4252 -0.4024 7.5443  C170 1.374, C172 1.346
172 C -1.8584 -0.9105 6.3761  O171 1.346, O173 1.210, O174 1.323
173 O -2.9940 -1.0967 6.0017  C172 1.210
174 O -0.7405 -1.1979 5.7297  C172 1.323, C175 1.452
175 C -0.7290 -1.3357 4.2845  O174 1.452, H179 1.090, H180 1.090, H181 1.090
176 H -1.7369 0.5962 9.1855  C170 1.090
177 H -3.2010 -0.2420 8.4757  C170 1.090
178 H -2.4303 1.3441 7.8654  C170 1.090
179 H -0.0449 -2.0937 3.9029  C175 1.090
180 H -0.3399 -0.3754 3.9462  C175 1.090
181 H -1.5805 -1.7206 3.7233  C175 1.090
182 C -5.2623 2.2831 -2.0543  O183 1.423, H188 1.090, H189 1.090, H190 1.090
183 O -6.2415 3.0334 -2.7640  C182 1.423, C184 1.301
184 C -6.9151 4.0159 -2.2417  O183 1.301, O185 1.232, O186 1.299
185 O -6.7193 4.3451 -1.0712  C184 1.232
186 O -7.6478 4.5559 -3.1687  C184 1.299, C187 1.368
187 C -8.2813 5.7445 -2.9306  O186 1.368, H191 1.090, H192 1.090, H193 1.090
188 H -4.6439 2.9939 -1.5061  C182 1.090
189 H -4.6117 1.9121 -2.8463  C182 1.090
190 H -5.5718 1.4180 -1.4679  C182 1.090
191 H -8.8264 6.1285 -3.7929  C187 1.090
192 H -7.4942 6.4614 -2.6966  C187 1.090
193 H -8.8740 5.8127 -2.0185  C187 1.090
194 C -0.8113 2.1852 -3.0048  O195 1.440, H200 1.090, H201 1.090, H202 1.090
195 O -0.6272 2.3888 -4.4180  C194 1.440, C196 1.361
196 C -0.9557 1.3032 -5.1696  O195 1.361, O197 1.255, O198 1.339
197 O -1.4799 0.2545 -4.7212  C196 1.255
198 O -0.7517 1.6317 -6.4516  C196 1.339, C199 1.414
199 C -1.3834 0.9848 -7.5387  O198 1.414, H203 1.090, H204 1.090, H205 1.090
200 H -1.8820 2.2458 -2.8098  C194 1.090
201 H -0.2230 2.7969 -2.3208  C194 1.090
202 H -0.4396 1.2087 -2.6945  C194 1.090
203 H -0.7566 1.1296 -8.4187  C199 1.090
204 H -2.3996 1.1844 -7.8785  C199 1.090
205 H -1.2591 -0.0950 -7.4578  C199 1.090
206 C -2.4761 -0.2050 -0.0100  O207 1.433, H212 1.090, H213 1.090, H214 1.090
207 O -1.1829 0.3176 -0.3390  C206 1.433, C208 1.297
208 C -0.3206 0.6637 0.5659  O207 1.297, O209 1.227, O210 1.376
209 O -0.4906 0.5821 1.7781  C208 1.227
210 O 0.7924 1.2102 -0.0301  C208 1.376, C211 1.428
211 C 1.8558 1.6526 0.8145  O210 1.428, H215 1.090, H216 1.090, H217 1.090
212 H -3.0684 -0.3568 -0.9124  C206 1.090
213 H -3.0419 0.6034 0.4531  C206 1.090
214 H -2.4448 -1.1437 0.5432  C206 1.090
215 H 1.5428 2.5134 1.4053  C211 1.090
216 H 2.5736 2.0657 0.1059  C211 1.090
217 H 2.1856 0.8063 1.4171  C211 1.090

As for the total charge: 0. The gap between HOMO and LUMO is 8.07 eV. Its total energy is -6163.06990 hartree. The value obtained for the HOMO energy is -7.8 eV. The calculation puts the lowest unoccupied orbital energy at 0.285 eV.